83
Properties=species:S:1:pos:R:3:forces:R:3 method="wB97M-V/def2-TZVPD" homo_energy_ev="-5.975 / -7.899" relative_energy_kj_mol=0.0 s2=6.035 lumo_ha="0.008 / 0.001" multiplicity=5 energy_ev=-101423.0942
Cr 0.214442 -18.915266 -3.758026 1.3 2.3 0.3
N 1.785967 -19.882857 -5.004004 1.6 -0.6 0.4
C 1.991539 -20.008267 -6.447896 0.3 -0.6 1.1
C 3.209682 -20.471620 -6.952545 0.8 -0.4 -0.5
C 3.300542 -20.865706 -8.299131 -1.5 0.5 0.4
C 2.151720 -20.712376 -9.124417 -0.1 -0.2 0.5
C 0.978791 -20.148090 -8.625164 0.8 0.1 1.4
C 0.901232 -19.785410 -7.254794 0.0 -0.6 -0.2
P -0.526314 -19.134878 -6.298966 0.8 0.4 -0.8
C -1.759645 -20.404761 -6.479588 -1.0 -1.2 -0.4
C -1.495612 -21.723754 -6.897105 0.3 0.1 -0.2
C -2.536800 -22.653607 -7.031767 -0.3 1.1 0.4
C -3.855455 -22.278253 -6.744059 0.2 0.7 0.2
C -4.125263 -20.974345 -6.272150 0.8 -0.7 -0.1
C -3.077074 -20.075785 -6.124364 -0.2 1.4 0.0
C -0.927645 -17.850643 -7.493121 -1.2 0.2 -0.9
C -1.933344 -17.956554 -8.467401 0.4 0.3 0.0
C -2.138445 -16.934702 -9.390136 -0.2 0.1 0.3
C -1.355271 -15.783468 -9.334134 0.2 -0.2 -0.3
C -0.318577 -15.704032 -8.419986 0.3 0.4 0.3
C -0.137521 -16.714329 -7.485966 1.3 0.3 0.6
H 2.547650 -19.323440 -4.583954 -0.2 -0.4 -0.2
H 1.822607 -20.796652 -4.475543 0.1 1.0 -1.2
H 4.082490 -20.565431 -6.271093 -0.7 -0.1 -0.6
H 4.172212 -21.364282 -8.692808 0.2 0.2 0.0
H 2.100699 -21.135373 -10.129083 0.4 0.3 0.2
H 0.090895 -20.056844 -9.208216 -0.4 0.1 -0.6
H -0.456601 -22.013793 -7.169074 -0.9 0.2 0.3
H -2.316434 -23.647609 -7.355122 0.1 -0.5 -0.2
H -4.676756 -22.974456 -6.884878 0.2 0.0 0.1
H -5.118283 -20.670454 -5.978338 -0.2 -0.1 -0.1
H -3.278450 -19.008614 -5.803562 0.1 -1.5 -0.2
H -2.533718 -18.848241 -8.515439 -0.2 -0.2 0.0
H -2.930447 -17.034382 -10.130256 0.2 0.1 0.1
H -1.482829 -14.979781 -10.043696 -0.2 0.0 -0.1
H 0.375678 -14.847220 -8.402368 -0.5 -0.4 -0.1
H 0.711694 -16.630828 -6.764927 -0.8 -0.1 -0.5
N 3.187578 -19.238775 -2.662734 0.9 1.0 -0.2
N 1.858779 -19.346706 -2.161592 -0.8 -2.1 0.6
H 3.856929 -19.824886 -2.181406 -0.1 0.1 0.4
H 3.493278 -18.258820 -2.584502 -0.3 -0.6 -0.1
H 1.586717 -18.674496 -1.431223 0.3 -0.4 0.0
H 1.710140 -20.336556 -1.835453 0.2 1.5 -0.3
N -1.488113 -27.306534 0.834827 0.4 1.3 -0.9
C -1.342011 -26.352769 0.183729 -0.7 -2.2 1.0
C -1.259973 -25.190347 -0.614788 -0.2 1.0 -0.4
C -0.638742 -24.072960 -0.052798 0.5 -0.6 1.2
C -0.531163 -22.923429 -0.775231 -0.2 1.1 -1.2
C -1.057496 -22.844956 -2.091478 -0.2 -1.1 1.2
C -1.698452 -23.979323 -2.643135 0.7 1.9 -0.1
C -1.822934 -25.101694 -1.906497 0.1 -1.9 0.8
C -0.929812 -21.627899 -2.763530 1.0 2.7 -1.9
C -0.604097 -20.561339 -3.334881 -1.5 -4.3 1.7
H -0.222715 -24.143779 0.979667 -0.4 0.1 -1.0
H -0.047601 -22.008517 -0.420611 -0.1 -0.5 0.2
H -2.016432 -23.895041 -3.663684 -0.4 -0.2 -0.3
H -2.314204 -25.978218 -2.338558 0.2 0.2 0.3
S -1.786715 -17.774421 -3.678244 -1.8 0.5 1.2
C -2.391325 -17.959366 -2.060350 0.2 -0.4 -0.6
N -2.419069 -19.069515 -1.300294 -0.2 1.0 0.4
C -3.090639 -18.819535 -0.004603 -0.3 -0.6 -0.2
C -3.268791 -17.288784 -0.020185 0.1 0.4 1.2
N -2.990101 -16.957610 -1.397460 0.0 -0.5 0.2
H -1.895159 -19.907578 -1.522752 0.0 0.1 -0.3
H -2.527038 -19.235145 0.847117 0.0 0.5 -0.4
H -4.069732 -19.330725 0.021551 0.3 0.2 -0.2
H -2.550954 -16.783446 0.675396 -0.4 -0.4 -0.6
H -4.280728 -16.950438 0.267367 0.4 -0.4 -0.1
H -3.099259 -16.033971 -1.750831 0.2 0.3 -0.4
C -0.084362 -14.554731 -0.210014 -0.6 -0.7 0.4
N 0.485903 -15.122174 -1.433793 0.1 0.7 0.4
C 0.968098 -14.207067 -2.348118 0.4 -1.3 -0.8
C 1.450328 -14.640929 -3.538320 0.2 1.3 1.1
C 1.476645 -16.052078 -3.827434 0.3 -1.3 -2.0
O 1.947955 -16.474010 -4.932048 -0.8 0.5 1.9
N 0.947578 -16.940249 -2.923850 0.2 1.5 0.4
C 0.537279 -16.497317 -1.676210 0.9 -0.9 -0.6
O 0.307952 -17.316799 -0.765103 -0.5 0.7 -0.3
H 0.516551 -13.746583 0.248652 0.1 -0.6 -0.4
H -0.251690 -15.374300 0.518820 0.2 0.6 -0.5
H -1.057723 -14.117760 -0.464254 0.0 0.0 0.2
H 1.001219 -13.181165 -2.004969 -0.1 0.0 -0.2
H 1.941986 -13.933535 -4.197217 -0.2 -0.3 -0.1